DFT (ωB97M-V with the def2-TZVPD basis set) results for C53H45LuN13O2S as an isolated structure.

The geometry in XYZ format:
```
115
Properties=species:S:1:pos:R:3
Lu 0.478 -0.028 -0.448
C 1.653 -3.851 2.158
C 1.626 -2.799 1.229
N 0.654 -1.918 1.155
C -0.390 -2.013 2.038
C -0.422 -3.011 3.035
C 0.633 -3.951 3.056
C -1.467 -3.034 3.987
C -2.417 -2.057 3.940
C -2.408 -1.070 2.935
C -1.446 -1.043 1.942
N -1.331 -0.114 0.933
C -2.321 0.806 0.654
C -3.688 0.623 0.720
C -4.594 1.679 0.475
C -4.155 2.934 0.176
C -2.764 3.153 0.027
C -2.206 4.415 -0.285
C -0.855 4.545 -0.449
C -0.045 3.400 -0.357
N -0.525 2.216 -0.062
C -1.858 2.090 0.193
H 2.478 -4.550 2.149
H 2.442 -2.687 0.528
H 0.620 -4.738 3.801
H -1.481 -3.804 4.748
H -3.202 -2.032 4.686
H -3.167 -0.302 2.958
H -4.077 -0.347 1.001
H -5.658 1.486 0.552
H -4.846 3.758 0.044
H -2.861 5.273 -0.382
H -0.403 5.503 -0.664
H 1.021 3.458 -0.549
N -3.725 -6.371 -1.473
C -3.910 -7.681 -1.866
C -5.000 -8.545 -1.776
C -4.832 -9.802 -2.317
C -3.621 -10.190 -2.922
C -2.549 -9.330 -3.003
C -2.702 -8.050 -2.465
N -1.808 -6.992 -2.429
C -2.448 -6.027 -1.834
C -1.873 -4.693 -1.621
C -0.535 -4.473 -1.936
C -0.005 -3.213 -1.773
N -0.709 -2.163 -1.322
C -1.988 -2.381 -1.011
C -2.606 -3.613 -1.144
H -4.382 -5.807 -0.964
H -5.929 -8.252 -1.306
H -5.650 -10.508 -2.280
H -3.537 -11.188 -3.331
H -1.614 -9.624 -3.460
H 0.069 -5.293 -2.299
H 1.035 -3.021 -2.002
H -2.542 -1.532 -0.633
H -3.649 -3.703 -0.871
N -7.739 2.386 -2.979
C -6.659 2.001 -3.021
C -5.303 1.507 -3.070
C -4.234 2.390 -3.063
C -2.954 1.867 -3.063
N -2.689 0.560 -3.084
C -3.731 -0.274 -3.109
C -5.051 0.142 -3.096
H -4.397 3.458 -3.047
H -2.096 2.531 -3.036
H -3.497 -1.333 -3.150
H -5.861 -0.573 -3.105
N 6.188 -1.953 0.654
C 5.386 -1.841 -0.174
N 4.558 -1.709 -1.177
C 3.357 -1.348 -1.256
N 2.247 -1.031 -1.492
O 0.421 0.941 -2.509
S 0.154 0.900 -4.007
C 1.803 1.052 -4.768
C 2.252 -0.338 -5.215
C 0.972 -1.060 -5.633
C 0.004 -0.840 -4.480
H 2.443 1.508 -4.014
H 1.694 1.738 -5.610
H 2.717 -0.863 -4.378
H 2.979 -0.278 -6.023
H 1.132 -2.124 -5.810
H 0.575 -0.628 -6.555
H 0.315 -1.381 -3.587
H -1.040 -1.052 -4.696
C 6.702 1.227 1.335
N 5.310 0.998 1.716
N 4.251 1.329 0.897
C 3.136 0.662 1.335
O 1.989 0.854 0.831
C 3.542 -0.142 2.413
C 4.884 0.089 2.609
C 5.823 -0.529 3.582
C 4.273 2.450 0.022
C 4.845 3.644 0.442
C 4.830 4.746 -0.399
C 4.229 4.664 -1.646
C 3.651 3.468 -2.052
C 3.676 2.353 -1.227
H 6.732 1.720 0.370
H 7.209 0.267 1.254
H 7.195 1.856 2.074
H 2.900 -0.783 2.991
H 5.261 -1.028 4.367
H 6.477 0.218 4.031
H 6.440 -1.268 3.066
H 5.283 3.719 1.429
H 5.276 5.674 -0.068
H 4.213 5.526 -2.300
H 3.184 3.401 -3.026
H 3.241 1.415 -1.550
```

## Properties
Relative energy (zero: lowest compared OMol25 entry of this formula, charge and spin)   7.6 kJ/mol
Gap between HOMO and LUMO   6.7 eV
Total energy   -123615.1067 eV
Total charge   +1
HOMO energy   -9.1 eV


DFT (ωB97M-V with the def2-TZVPD basis set) results for a 3-piece molecular cluster, C5H15O3 overall.

The geometry in XYZ format:
```
23
Properties=species:S:1:pos:R:3
C -0.328 0.166 0.745
O -1.420 0.565 1.503
C -0.666 0.131 -0.763
C 0.504 0.152 -1.745
C 1.384 -1.089 -1.833
C 2.145 -1.461 -0.558
H 0.522 0.871 0.853
H -0.052 -0.857 1.053
H -1.321 0.966 -0.944
H -1.262 -0.772 -0.955
H 1.117 1.046 -1.581
H 0.081 0.349 -2.743
H 2.073 -0.954 -2.673
H 0.748 -1.904 -2.183
H 2.066 -0.654 0.163
H 3.221 -1.554 -0.747
H 1.789 -2.382 -0.097
H -2.567 1.571 0.793
H -2.535 3.055 0.537
O -3.142 2.315 0.436
H -0.248 -0.340 3.955
H -1.180 0.438 2.859
O -0.927 0.342 3.925
```

## Properties
Relative energy (zero: lowest compared OMol25 entry of this formula, charge and spin)   2.2 kJ/mol
Gap between HOMO and LUMO   7.8 eV
Total energy   -11571.5953 eV
Total charge   -1
HOMO energy   -4.2 eV


DFT (ωB97M-V with the def2-TZVPD basis set) results for one molecule with the formula C3H8NO2P.

The geometry in XYZ format:
```
15
Properties=species:S:1:pos:R:3
C 1.412 1.439 -1.626
C 0.451 0.649 -1.271
C 0.033 0.316 0.095
N -1.464 0.251 0.335
O 1.912 -1.566 1.414
O -0.805 -1.842 1.631
P 0.701 -1.738 0.574
H 1.459 1.340 -2.742
H 2.136 1.889 -0.938
H -0.111 0.227 -2.096
H 0.528 0.974 0.744
H -1.789 1.061 0.878
H -2.056 -0.101 -0.421
H -1.559 -0.520 0.986
H -0.847 -2.381 2.435
```

## Properties
Relative energy (zero: lowest compared OMol25 entry of this formula, charge and spin)   212.7 kJ/mol
Gap between HOMO and LUMO   7.5 eV
Total energy   -18112.8771 eV
Total charge   0
HOMO energy   -7.4 eV


DFT (ωB97M-V with the def2-TZVPD basis set) results for one molecule with the formula C16H20FN3O.

The geometry in XYZ format:
```
41
Properties=species:S:1:pos:R:3
C -1.449 -0.689 2.616
H -0.542 -0.290 2.170
H -1.504 -0.338 3.643
H -1.389 -1.775 2.626
C -2.678 -0.209 1.853
N -2.679 -0.671 0.476
C -2.861 -2.117 0.331
C -3.800 -2.331 -0.865
H -4.799 -2.594 -0.516
C -3.830 -0.966 -1.546
H -2.989 -0.865 -2.234
H -4.752 -0.789 -2.097
C -3.667 -0.002 -0.371
C -3.173 1.393 -0.800
N -1.749 1.365 -1.015
C -0.882 1.938 -0.136
O -1.185 2.856 0.598
C 0.458 1.316 -0.169
C 1.707 1.862 -0.045
C 2.637 0.791 -0.096
C 4.030 0.721 -0.029
C 4.597 -0.529 -0.091
C 3.857 -1.707 -0.215
C 2.483 -1.654 -0.287
C 1.880 -0.403 -0.232
N 0.565 -0.052 -0.304
H -0.223 -0.680 -0.243
H 1.896 -2.554 -0.383
H 4.383 -2.648 -0.253
F 5.945 -0.640 -0.030
H 4.641 1.603 0.070
H 1.930 2.904 0.057
H -1.412 0.595 -1.572
H -3.695 1.699 -1.711
H -3.357 2.138 -0.024
H -4.636 0.111 0.147
H -3.451 -3.122 -1.526
H -1.885 -2.585 0.158
H -3.285 -2.560 1.241
H -2.674 0.883 1.839
H -3.591 -0.540 2.380
```

## Properties
Relative energy (zero: lowest compared OMol25 entry of this formula, charge and spin)   0.0 kJ/mol
Gap between HOMO and LUMO   8.9 eV
Total energy   -26152.7237 eV
Total charge   0
HOMO energy   -8.3 eV


DFT (ωB97M-V with the def2-TZVPD basis set) results for C35H50LiN8S2 as an isolated structure.

The geometry in XYZ format:
```
96
Properties=species:S:1:pos:R:3
Li -0.990 -1.027 -0.786
C 3.549 -3.371 1.072
N 2.176 -3.809 1.208
C 1.753 -4.968 1.831
C 0.421 -5.015 1.720
N 0.011 -3.878 1.018
C 1.117 -3.118 0.707
S 1.292 -1.666 -0.103
C -1.370 -3.640 0.758
C -2.212 -4.739 0.635
C -3.570 -4.514 0.516
C -4.041 -3.213 0.520
C -3.115 -2.190 0.591
N -1.798 -2.390 0.698
H 4.187 -4.069 1.609
H 3.658 -2.369 1.485
H 3.831 -3.341 0.021
H 2.439 -5.645 2.307
H -0.277 -5.726 2.118
H -1.821 -5.744 0.599
H -4.248 -5.350 0.415
H -5.095 -2.988 0.440
H -3.428 -1.155 0.544
C -4.122 1.932 -1.152
C -4.674 1.547 -2.365
C -4.067 0.543 -3.094
C -2.902 -0.071 -2.616
N -2.395 0.292 -1.421
C -2.992 1.261 -0.723
C -2.177 -1.126 -3.375
C -2.422 -1.262 -4.749
C -1.738 -2.216 -5.488
C -0.823 -3.039 -4.840
C -0.593 -2.879 -3.477
C -1.232 -1.916 -2.681
H -4.560 2.711 -0.543
H -5.577 2.017 -2.735
H -4.506 0.217 -4.025
H -2.538 1.503 0.231
H -3.134 -0.628 -5.268
H -1.928 -2.325 -6.548
H -0.291 -3.800 -5.403
H 0.145 -3.537 -3.017
C 0.465 2.945 -4.441
C -0.525 2.035 -3.668
N 0.192 0.938 -3.054
C 1.168 1.422 -2.097
C 2.214 2.314 -2.818
N 1.834 2.343 -4.275
C 1.865 0.949 -4.848
C 0.831 0.108 -4.059
H 0.514 3.960 -4.050
H 0.263 2.987 -5.510
H -1.273 1.624 -4.347
H -1.046 2.599 -2.895
H 1.657 0.565 -1.637
H 0.667 1.975 -1.303
H 3.228 1.919 -2.762
H 2.215 3.346 -2.469
H 2.505 2.918 -4.777
H 2.888 0.588 -4.742
H 1.630 1.036 -5.908
H 1.304 -0.737 -3.561
H 0.070 -0.301 -4.723
C 0.162 0.989 5.949
C -0.610 -0.308 5.695
C -1.035 -0.531 4.243
C 0.063 -0.979 3.285
N 1.153 -0.024 3.126
C 1.108 1.067 2.345
S -0.207 1.419 1.358
N 2.206 1.856 2.405
C 2.305 3.184 1.821
C 1.641 4.264 2.671
C 2.217 4.395 4.079
C 3.692 4.777 4.111
H 0.177 1.231 7.012
H -0.303 1.825 5.423
H 1.200 0.933 5.619
H -1.511 -0.295 6.312
H -0.026 -1.166 6.045
H -1.490 0.380 3.846
H -1.811 -1.303 4.209
H -0.360 -1.162 2.299
H 0.515 -1.911 3.638
H 1.937 -0.119 3.750
H 2.917 1.609 3.075
H 1.838 3.152 0.838
H 3.368 3.391 1.684
H 0.574 4.039 2.726
H 1.739 5.217 2.142
H 2.062 3.457 4.623
H 1.636 5.143 4.622
H 4.334 3.979 3.731
H 4.020 4.997 5.127
H 3.880 5.665 3.503
```

## Properties
Relative energy (zero: lowest compared OMol25 entry of this formula, charge and spin)   18.4 kJ/mol
Gap between HOMO and LUMO   6.3 eV
Total energy   -70898.7302 eV
Total charge   +1
HOMO energy   -8.6 eV


DFT (ωB97M-V with the def2-TZVPD basis set) results for a 2-piece molecular cluster, H3N3O2 overall.

The geometry in XYZ format:
```
8
Properties=species:S:1:pos:R:3
N 0.014 -0.924 -1.452
N -1.023 0.150 0.729
N 0.017 0.491 -0.103
O 1.100 0.368 0.655
O 0.898 -1.006 -2.217
H -1.950 0.438 0.402
H -0.966 -0.010 1.833
H 1.910 0.493 0.153
```

## Properties
Relative energy (zero: lowest compared OMol25 entry of this formula, charge and spin)   228.1 kJ/mol
Gap between HOMO and LUMO (spin up / spin down)   7.2 / 7.3 eV
Total energy   -8607.5047 eV
Total charge   0
HOMO energy (spin up / spin down)   -7.0 / -7.0 eV


DFT (ωB97M-V with the def2-TZVPD basis set) results for C33H29MgN10S2 as an isolated structure.

The geometry in XYZ format:
```
75
Properties=species:S:1:pos:R:3
Mg 0.920 0.189 -1.637
C 3.256 1.787 3.389
C 2.466 0.711 3.789
C 1.634 0.084 2.882
C 1.609 0.545 1.565
C 2.402 1.611 1.151
C 3.223 2.236 2.077
N 0.770 -0.038 0.573
N -0.056 -0.869 0.981
C -0.899 -1.402 -0.062
C -2.130 -1.987 0.456
C -3.029 -2.479 -0.391
C -2.831 -2.416 -1.866
C -1.522 -1.697 -2.293
N -0.536 -1.339 -1.281
H 3.896 2.278 4.111
H 2.498 0.371 4.815
H 1.011 -0.747 3.179
H 2.365 1.946 0.118
H 3.832 3.076 1.771
H -2.251 -2.015 1.529
H -3.930 -2.951 -0.015
H -2.972 -3.409 -2.295
H -1.007 -2.199 -3.111
S 1.769 2.312 -2.425
C 0.321 3.180 -1.966
N 0.345 4.462 -1.748
N -0.702 5.026 -1.146
C -1.536 4.488 -0.137
C -2.800 5.035 0.032
C -3.624 4.580 1.055
C -3.196 3.578 1.911
C -1.920 3.047 1.747
C -1.090 3.495 0.736
N -0.931 2.571 -1.862
N -0.953 1.326 -1.951
C -2.249 0.743 -1.921
C -2.353 -0.474 -2.787
C -3.656 -1.295 -2.589
C -4.752 -0.627 -1.817
C -4.557 0.525 -1.178
C -3.262 1.211 -1.190
H -0.687 6.031 -1.212
H -3.147 5.804 -0.647
H -4.609 5.011 1.172
H -3.839 3.222 2.704
H -1.560 2.281 2.425
H -0.096 3.078 0.631
H -2.131 -0.190 -3.817
H -4.038 -1.666 -3.540
H -5.720 -1.113 -1.785
H -5.364 0.984 -0.622
H -3.127 2.110 -0.599
C 5.599 -0.147 0.395
N 4.615 -1.185 0.663
C 4.584 -1.988 1.784
C 3.545 -2.824 1.648
N 2.940 -2.538 0.426
C 3.610 -1.509 -0.182
S 3.342 -0.650 -1.618
C 1.907 -3.357 -0.123
C 0.996 -3.961 0.738
C 0.038 -4.787 0.177
C 0.020 -4.967 -1.198
C 0.973 -4.306 -1.954
N 1.907 -3.516 -1.428
H 6.191 -0.002 1.295
H 5.089 0.776 0.129
H 6.240 -0.445 -0.432
H 5.306 -1.891 2.574
H 3.212 -3.621 2.285
H 1.012 -3.783 1.804
H -0.687 -5.280 0.811
H -0.704 -5.616 -1.672
H 1.009 -4.424 -3.031
```

## Properties
Gap between HOMO and LUMO   5.0 eV
Total energy   -76701.9269 eV
Total charge   +1
HOMO energy   -9.4 eV


DFT (ωB97M-V with the def2-TZVPD basis set) results for a 7-piece molecular cluster, C24H52ClN14O7 overall.

The geometry in XYZ format:
```
98
Properties=species:S:1:pos:R:3
C 3.658 -3.075 2.004
C 4.264 -4.213 0.992
C 3.290 -4.541 -0.314
C 3.694 -3.666 -1.657
C 2.698 -2.402 -1.968
N 1.433 -2.216 -1.135
C 0.699 -1.044 -1.748
C -0.249 -0.093 -0.745
C 0.351 0.086 0.755
C -0.541 1.073 1.770
C -1.881 1.667 0.986
C -2.330 1.324 -0.540
N -1.485 0.433 -1.387
C 1.986 -0.024 -2.062
C 3.380 -0.914 -2.307
C 3.878 -0.700 -3.855
C 3.961 0.860 -4.352
C 4.724 1.880 -3.320
C 4.409 -0.640 -1.060
C 6.001 -0.690 -1.447
O 6.612 -1.605 -2.204
Cl 7.103 0.644 -0.714
H 4.571 -2.550 2.564
H 2.962 -3.531 2.844
H 3.055 -2.216 1.486
H 5.356 -3.920 0.687
H 4.346 -5.216 1.630
H 2.153 -4.509 -0.041
H 3.525 -5.678 -0.592
H 3.634 -4.397 -2.598
H 4.828 -3.391 -1.542
H 2.229 -2.657 -3.035
H 1.562 -2.281 -0.101
H 0.862 -3.055 -1.435
H 0.141 -1.302 -2.771
H 1.348 -0.434 1.122
H -0.251 1.309 2.878
H -2.579 2.412 1.596
H -3.323 1.774 -1.009
H 1.557 0.589 -2.962
H 2.154 0.839 -1.256
H 3.055 -1.223 -4.543
H 4.894 -1.212 -4.129
H 4.519 0.913 -5.405
H 2.883 1.312 -4.556
H 4.606 2.972 -3.786
H 4.183 1.925 -2.264
H 5.867 1.654 -3.169
H 4.213 0.446 -0.605
H 4.242 -1.381 -0.141
C -3.902 -3.611 -2.301
O -4.795 -4.390 -2.595
N -3.702 -2.453 -2.956
N -3.037 -3.842 -1.297
H -2.972 -1.799 -2.729
H -4.332 -2.241 -3.719
H -3.152 -4.703 -0.779
H -2.295 -3.213 -1.041
C -5.594 -5.297 1.225
O -4.881 -4.308 1.155
N -6.237 -5.651 2.352
N -5.800 -6.120 0.181
H -6.828 -6.462 2.429
H -6.108 -5.058 3.161
H -5.334 -5.889 -0.687
H -6.383 -6.939 0.219
C 2.799 4.707 -1.437
O 3.333 4.130 -2.371
N 3.466 5.543 -0.621
N 1.495 4.559 -1.141
H 3.043 6.028 0.153
H 4.450 5.683 -0.809
H 0.956 3.939 -1.731
H 1.037 5.026 -0.377
C -0.343 4.769 -4.269
O -0.143 3.742 -3.639
N -0.173 4.849 -5.601
N -0.752 5.911 -3.688
H -0.333 5.685 -6.138
H 0.135 4.011 -6.078
H -0.892 5.894 -2.687
H -0.922 6.766 -4.191
C -4.289 2.636 4.279
O -3.489 3.279 3.617
N -5.451 3.153 4.717
N -4.080 1.354 4.628
H -6.123 2.639 5.263
H -5.648 4.115 4.476
H -3.217 0.927 4.318
H -4.727 0.809 5.172
C -4.967 3.012 8.538
O -5.769 3.487 7.749
N -3.792 2.484 8.151
N -5.188 2.974 9.864
H -3.119 2.088 8.786
H -3.587 2.493 7.161
H -6.061 3.361 10.198
H -4.540 2.587 10.530
```

## Properties
Gap between HOMO and LUMO   8.4 eV
Total energy   -73435.3056 eV
Total charge   +1
HOMO energy   -11.3 eV


DFT (ωB97M-V with the def2-TZVPD basis set) results for a 2-piece molecular cluster, C4H10S overall.

The geometry in XYZ format:
```
15
Properties=species:S:1:pos:R:3
C -6.019 -1.112 -3.984
C -6.638 -0.228 -3.217
H -5.498 -0.804 -4.888
H -6.056 -2.183 -3.795
H -6.625 0.835 -3.426
H -7.127 -0.559 -2.312
C 5.011 0.991 2.386
C 3.997 -0.102 2.011
S 2.307 0.211 2.593
H 4.733 1.494 3.311
H 5.079 1.751 1.612
H 5.991 0.539 2.553
H 3.913 -0.120 0.929
H 4.306 -1.088 2.345
H 2.626 0.374 3.883
```

## Properties
Relative energy (zero: lowest compared OMol25 entry of this formula, charge and spin)   107.9 kJ/mol
Gap between HOMO and LUMO   10.1 eV
Total energy   -15144.2495 eV
Total charge   0
HOMO energy   -9.0 eV